Record 1
Formula: C55H54N6O5PPdS3Se
Source: the Open Molecules 2025 dataset
Level of theory: wB97M-V/def2-TZVPD

Last column: Löwdin spin population.
Cartesian coordinates (Å):
1 Pd 1.4155 -0.1205 0.0353  1.489
2 N -0.3299 0.9687 0.4311  0.061
3 S -1.6432 1.5347 0.3440  0.012
4 N -2.7078 1.0625 -0.8410  -0.001
5 S -2.2574 0.9311 -2.3158  0.000
6 N -1.6852 -0.4031 -2.8336  0.000
7 S -1.0032 -1.5865 -1.9268  0.020
8 N 0.2701 -1.4398 -1.2438  0.057
9 C -2.3657 -2.1069 -0.8911  0.000
10 C -3.6715 -2.1333 -1.3695  0.000
11 C -4.6743 -2.6115 -0.5456  0.000
12 C -4.3669 -3.0573 0.7365  0.000
13 C -3.0608 -3.0249 1.1962  0.000
14 C -2.0405 -2.5488 0.3785  0.000
15 C -0.9700 -2.8703 -3.1638  0.009
16 C -0.2973 -4.0223 -2.7738  0.001
17 C -0.2224 -5.0885 -3.6540  0.000
18 C -0.8123 -4.9969 -4.9084  0.000
19 C -1.4744 -3.8389 -5.2880  0.000
20 C -1.5610 -2.7651 -4.4124  0.002
21 C -1.1850 2.2250 -2.8558  0.000
22 C 0.1740 1.9663 -2.9264  0.000
23 C 1.0205 2.9972 -3.3095  0.000
24 C 0.4975 4.2406 -3.6293  0.000
25 C -0.8714 4.4777 -3.5654  0.000
26 C -1.7285 3.4662 -3.1741  0.000
27 C -3.7442 1.1778 -3.2341  0.000
28 C -4.8176 1.8232 -2.6414  0.000
29 C -5.9619 2.0356 -3.3975  0.000
30 C -6.0123 1.6117 -4.7174  0.000
31 C -4.9252 0.9673 -5.2950  0.000
32 C -3.7764 0.7469 -4.5536  0.000
33 C -1.6485 3.3211 0.2427  0.002
34 C -0.4048 3.9254 0.2600  0.000
35 C -0.3395 5.3135 0.2486  0.000
36 C -1.5047 6.0642 0.2303  0.000
37 C -2.7492 5.4391 0.2168  0.000
38 C -2.8266 4.0573 0.2274  0.000
39 C -2.7068 1.2254 1.7380  0.003
40 C -3.9637 0.6476 1.6396  0.001
41 C -4.6910 0.4330 2.8038  0.000
42 C -4.1677 0.8075 4.0323  0.000
43 C -2.9048 1.3830 4.1142  0.000
44 C -2.1612 1.5884 2.9648  0.000
45 H -3.8980 -1.7856 -2.3702  0.000
46 H -5.6952 -2.6462 -0.9028  0.000
47 H -5.1537 -3.4378 1.3751  0.000
48 H -2.8300 -3.3736 2.1935  0.000
49 H -1.0082 -2.5194 0.7062  0.000
50 H 0.1637 -4.0669 -1.7945  0.000
51 H 0.2993 -5.9904 -3.3630  0.000
52 H -0.7530 -5.8323 -5.5932  0.000
53 H -1.9246 -3.7688 -6.2691  0.000
54 H -2.0687 -1.8558 -4.6950  0.000
55 H 0.5649 0.9870 -2.6835  0.000
56 H 2.0850 2.8206 -3.3349  0.000
57 H 1.1633 5.0376 -3.9340  0.000
58 H -1.2708 5.4500 -3.8206  0.000
59 H -2.7944 3.6393 -3.1143  0.000
60 H -4.7565 2.1296 -1.6067  0.000
61 H -6.8139 2.5303 -2.9516  0.000
62 H -6.9057 1.7841 -5.3025  0.000
63 H -4.9716 0.6374 -6.3238  0.000
64 H -2.9173 0.2530 -4.9854  0.000
65 H 0.4854 3.3072 0.2740  0.000
66 H 0.6253 5.8037 0.2607  0.000
67 H -1.4486 7.1449 0.2388  0.000
68 H -3.6543 6.0319 0.2076  0.000
69 H -3.7870 3.5555 0.2319  0.000
70 H -4.3527 0.3569 0.6744  0.000
71 H -5.6675 -0.0300 2.7488  0.000
72 H -4.7433 0.6459 4.9343  0.000
73 H -2.5012 1.6731 5.0752  0.000
74 H -1.1611 2.0036 3.0084  0.000
75 Se 2.9012 -2.1731 -2.1163  0.002
76 N 3.1146 -1.2932 -0.5663  0.067
77 C 4.3660 -1.4365 -0.1818  0.005
78 C 4.9506 -0.8656 0.9997  0.001
79 C 6.2594 -1.0958 1.2378  -0.002
80 C 7.0764 -1.9013 0.3625  0.001
81 C 6.5694 -2.4603 -0.7545  -0.001
82 C 5.1856 -2.2333 -1.0702  0.003
83 N 4.5842 -2.6940 -2.1452  -0.004
84 H 4.3437 -0.2558 1.6534  0.000
85 H 6.7170 -0.6539 2.1140  0.000
86 H 8.1196 -2.0474 0.6092  0.000
87 H 7.1686 -3.0576 -1.4272  0.000
88 C 2.9981 -2.7158 6.1550  0.000
89 C 3.2647 -2.4706 4.6891  0.001
90 O 2.0534 -2.6993 3.9446  0.005
91 P 1.7643 -1.7958 2.6191  0.013
92 O 0.4230 -0.9906 2.9774  0.009
93 C -0.6997 -1.5454 3.6866  0.000
94 C -0.6631 -1.1321 5.1421  0.000
95 O 1.0786 -2.9628 1.6964  0.006
96 C 1.8305 -4.1227 1.3250  0.000
97 C 0.9808 -5.3528 1.5446  0.000
98 H 3.9362 -2.7050 6.7106  0.000
99 H 2.5264 -3.6885 6.2945  0.000
100 H 2.3433 -1.9498 6.5700  0.000
101 H 4.0311 -3.1543 4.3159  0.000
102 H 3.6167 -1.4491 4.5209  0.000
103 H -0.6957 -2.6326 3.5823  0.000
104 H -1.5872 -1.1500 3.1909  0.000
105 H 0.0877 -1.6983 5.6912  0.000
106 H -1.6373 -1.3074 5.6021  0.000
107 H -0.4314 -0.0700 5.2222  0.000
108 H 2.7495 -4.1883 1.9139  0.000
109 H 2.1126 -4.0174 0.2729  0.000
110 H 0.6663 -5.4086 2.5870  0.000
111 H 1.5485 -6.2532 1.3055  0.000
112 H 0.0891 -5.3270 0.9159  0.000
113 O 2.6766 1.6240 -1.0024  0.118
114 C 3.0764 1.8926 0.1537  0.010
115 O 2.5995 1.2683 1.1444  0.099
116 C 4.1367 2.9193 0.4041  0.006
117 C 4.7874 3.5099 -0.6731  0.001
118 C 5.8030 4.4281 -0.4540  0.000
119 C 6.1675 4.7593 0.8441  -0.001
120 C 5.5129 4.1764 1.9222  0.000
121 C 4.5001 3.2552 1.7036  0.001
122 H 4.4911 3.2321 -1.6762  0.001
123 H 6.3129 4.8833 -1.2930  0.000
124 H 6.9653 5.4701 1.0165  0.000
125 H 5.7949 4.4405 2.9331  0.000
126 H 3.9801 2.7885 2.5294  0.001

Results
2S+1   3
Net charge   +1
Energy above the lowest of the compared OMol25 structures with the same formula, charge and spin   65.9 kcal per mole
Lowest unoccupied orbital energy (spin up / spin down)   -2.518 / -2.923 eV



Record 2
Formula: C38H47BN6PPdS2Si
Source: the Open Molecules 2025 dataset
Level of theory: wB97M-V/def2-TZVPD

Last column: Löwdin spin population.
Cartesian coordinates (Å):
1 Pd -0.2264 0.3764 1.0484  0.739
2 C -1.8254 2.9443 1.3853  0.019
3 C -2.6897 2.8918 0.1501  0.004
4 C -3.3670 4.0702 -0.1827  0.002
5 C -4.2451 4.1330 -1.2463  0.000
6 C -4.4919 2.9942 -2.0031  0.001
7 C -3.8405 1.8189 -1.6845  0.002
8 C -2.9107 1.7515 -0.6366  0.013
9 P -2.1705 0.1051 -0.2543  0.057
10 C -1.6354 -0.6294 -1.8386  0.004
11 C -1.5454 0.1304 -3.0029  0.004
12 C -1.0742 -0.4202 -4.1858  0.000
13 C -0.7018 -1.7524 -4.2160  0.001
14 C -0.7676 -2.5092 -3.0564  0.000
15 C -1.2016 -1.9687 -1.8494  0.001
16 C -1.1726 -2.8310 -0.6114  0.002
17 C -3.7391 -0.7895 0.1048  0.125
18 C -4.2942 -1.6448 -0.8324  -0.003
19 C -5.5563 -2.2054 -0.6477  0.144
20 C -6.2942 -1.8938 0.4906  -0.009
21 C -5.7689 -1.0437 1.4353  0.122
22 C -4.4775 -0.4746 1.2910  0.043
23 C -3.9849 0.3619 2.3023  0.497
24 H -1.2455 3.8674 1.4096  0.001
25 H -1.1245 2.1035 1.4410  0.010
26 H -2.4395 2.9223 2.2870  0.001
27 H -3.2054 4.9528 0.4282  0.000
28 H -4.7532 5.0625 -1.4737  0.000
29 H -5.1914 3.0216 -2.8291  0.000
30 H -4.0618 0.9222 -2.2513  0.000
31 H -1.8255 1.1733 -2.9845  0.000
32 H -1.0112 0.1892 -5.0783  0.000
33 H -0.3556 -2.2009 -5.1396  0.000
34 H -0.4831 -3.5550 -3.0832  0.000
35 H -0.7356 -3.8045 -0.8336  0.000
36 H -2.1700 -2.9956 -0.1975  0.000
37 H -0.5660 -2.3668 0.1677  0.001
38 H -3.7483 -1.8806 -1.7367  -0.003
39 H -5.9657 -2.8709 -1.3968  0.009
40 H -7.2798 -2.3202 0.6282  -0.004
41 H -6.3390 -0.7915 2.3222  0.004
42 H -2.9724 0.7356 2.2896  0.030
43 H -4.5957 0.5985 3.1658  0.025
44 C -2.3244 -2.0187 4.0382  0.006
45 C -0.8684 -2.0412 3.6824  0.005
46 C -0.0935 -3.1767 3.9518  0.094
47 C 1.2558 -3.1717 3.6568  -0.003
48 C 1.8243 -2.0246 3.1421  0.090
49 C 0.9943 -0.9294 2.8721  0.033
50 N -0.3426 -0.9585 3.1132  0.107
51 N 1.4426 0.2543 2.3247  0.617
52 Si 2.8900 1.1518 2.8979  0.056
53 C 4.4995 0.3362 2.4790  0.017
54 C 2.7392 2.8254 2.1200  -0.002
55 C 2.7051 1.2363 4.7435  0.019
56 H -2.5564 -2.7955 4.7644  0.000
57 H -2.9401 -2.1811 3.1521  0.001
58 H -2.5899 -1.0482 4.4542  0.003
59 H -0.5603 -4.0445 4.3990  0.005
60 H 1.8671 -4.0445 3.8499  -0.002
61 H 2.8794 -1.9658 2.9027  0.004
62 H 4.5087 -0.0863 1.4742  -0.001
63 H 4.7374 -0.4519 3.1995  0.000
64 H 5.2899 1.0925 2.5366  0.002
65 H 3.0148 2.7918 1.0613  0.000
66 H 3.4070 3.5393 2.6147  0.000
67 H 1.7150 3.2001 2.2085  0.000
68 H 2.5946 0.2365 5.1753  0.001
69 H 1.8394 1.8342 5.0443  0.000
70 H 3.6029 1.6928 5.1724  0.002
71 C 2.9444 -4.1605 -3.1494  0.008
72 N 3.4786 -2.8070 -3.2161  0.030
73 C 4.1566 -2.2730 -4.2915  0.020
74 C 4.5994 -1.0591 -3.9026  0.019
75 N 4.2190 -0.8530 -2.5919  0.022
76 B 4.7403 0.3396 -1.7121  0.002
77 N 3.7434 1.5800 -1.6698  0.015
78 C 4.2249 2.8677 -1.8158  0.005
79 C 3.2105 3.7312 -1.6117  0.008
80 N 2.0980 2.9671 -1.3199  0.018
81 C 0.7676 3.4910 -1.0394  0.005
82 C 2.4446 1.6565 -1.3487  0.041
83 S 1.3423 0.3506 -1.0956  0.354
84 C 3.5297 -1.9330 -2.1818  0.030
85 S 2.7526 -2.1458 -0.6687  0.508
86 H 2.5877 -4.4516 -4.1348  0.000
87 H 2.1259 -4.1782 -2.4365  0.005
88 H 3.7139 -4.8582 -2.8237  0.001
89 H 4.2645 -2.8015 -5.2238  0.001
90 H 5.1708 -0.3246 -4.4441  0.001
91 H 5.7380 0.7544 -2.2531  0.000
92 H 4.9276 -0.0570 -0.5898  0.001
93 H 5.2548 3.0555 -2.0673  0.000
94 H 3.1778 4.8067 -1.6453  0.001
95 H 0.8600 4.5343 -0.7477  0.000
96 H 0.3233 2.9243 -0.2301  0.002
97 H 0.1225 3.4130 -1.9139  0.001

Results
2S+1   5
Net charge   +1
Lowest unoccupied orbital energy (spin up / spin down)   -1.566 / -4.507 eV



Record 3
Formula: C37H93N3O16
Source: the Open Molecules 2025 dataset
Level of theory: wB97M-V/def2-TZVPD

Last column: Löwdin spin population.
Cartesian coordinates (Å):
1 O 2.3948 0.0866 5.3807  0.004
2 H 2.1298 -0.6513 5.9297  0.001
3 H 2.8208 0.6946 5.9851  0.001
4 O 0.5164 5.0846 1.6030  0.185
5 H 0.1796 4.8715 0.7327  0.091
6 H 0.3251 6.0160 1.7129  0.041
7 O 5.3234 2.1889 3.5372  0.001
8 H 4.5200 1.7765 3.2197  0.000
9 H 5.4188 2.9746 2.9988  0.000
10 C -7.1331 -0.5936 0.6855  0.001
11 C -5.8345 -0.0869 1.4976  0.000
12 C -4.5026 -0.6077 0.9278  0.001
13 C -4.0972 -0.0072 -0.3558  0.002
14 C -4.1651 1.5187 -0.1439  0.016
15 C -5.4339 2.2108 0.2182  0.001
16 N -5.8645 1.4307 1.4540  0.001
17 O -6.8462 2.1187 2.1371  0.003
18 C -5.1432 3.6761 0.6716  0.024
19 C -6.4265 2.1800 -0.9613  0.006
20 C -5.9197 -0.6278 2.9539  0.001
21 H -7.2000 -1.6386 0.9884  0.000
22 H -6.8630 -0.6388 -0.3695  0.000
23 H -8.0145 0.0027 0.9217  0.000
24 H -3.7569 -0.3476 1.6790  0.000
25 H -4.5635 -1.6913 0.8264  0.000
26 H -4.8539 -0.1124 -1.1333  0.000
27 H -3.0757 -0.2206 -0.6708  0.002
28 H -3.8488 1.9553 -1.0912  0.022
29 H -3.3833 1.8007 0.5614  0.004
30 H -5.8939 4.1893 1.2726  0.002
31 H -4.2931 3.7085 1.3530  0.010
32 H -4.8475 4.2932 -0.1768  0.014
33 H -6.5315 3.1240 -1.4960  0.002
34 H -6.1781 1.5467 -1.8130  0.001
35 H -7.4076 1.8256 -0.6449  0.000
36 H -6.7000 -0.0452 3.4437  0.000
37 H -5.0239 -0.3501 3.5092  0.001
38 H -6.0036 -1.6878 3.1936  0.000
39 H -6.4229 2.7280 2.7463  0.001
40 C -6.8406 -2.2099 -4.6108  0.001
41 C -5.3664 -2.5595 -4.6982  0.000
42 C -4.6050 -1.2641 -4.2940  0.004
43 C -3.0270 -1.5361 -4.0515  0.016
44 C -2.8018 -2.6443 -3.0285  0.003
45 C -3.6322 -4.0048 -3.3614  0.000
46 N -5.0705 -3.6811 -3.7460  0.000
47 O -5.8004 -4.7765 -3.9195  0.000
48 C -2.7632 -4.8119 -4.4243  0.003
49 C -3.7145 -4.7378 -2.0324  0.001
50 C -4.9897 -2.8141 -6.1546  0.002
51 H -7.5742 -3.0112 -4.6992  0.000
52 H -7.1994 -1.4435 -5.2978  0.000
53 H -7.0935 -1.8296 -3.6211  0.000
54 H -4.7166 -0.4841 -5.0471  0.003
55 H -4.8315 -0.9452 -3.2766  0.000
56 H -2.4312 -0.6289 -3.9507  0.019
57 H -2.6957 -1.9432 -5.0068  0.003
58 H -3.1853 -2.2187 -2.1012  0.000
59 H -1.7172 -2.7272 -2.9576  0.005
60 H -3.2321 -5.7823 -4.5871  0.000
61 H -2.7203 -4.4399 -5.4479  0.001
62 H -1.7590 -5.0305 -4.0610  0.002
63 H -2.9115 -5.4695 -1.9431  0.000
64 H -3.8919 -4.0248 -1.2272  0.000
65 H -4.5587 -5.4246 -2.0924  0.000
66 H -5.3707 -3.7294 -6.6075  0.000
67 H -3.9126 -2.9812 -6.1613  0.000
68 H -5.1702 -1.9699 -6.8200  0.001
69 H -5.4440 -5.1016 -4.7495  0.000
70 C 2.7620 -1.9217 1.6293  0.002
71 C 2.4121 -0.6451 0.8942  0.001
72 C 1.4306 -1.1205 -0.2328  0.009
73 C -0.1135 -1.4794 0.2185  0.005
74 C -0.6401 -0.1892 0.9065  0.009
75 C 0.2910 0.2719 2.1223  0.002
76 N 1.7282 0.4006 1.7372  0.002
77 O 2.5336 1.0748 2.6152  0.003
78 C -0.0423 1.7669 2.6495  0.021
79 C -0.1023 -0.6490 3.3155  0.005
80 C 3.6558 -0.0826 0.0252  0.002
81 H 3.3668 -2.5344 0.9607  0.000
82 H 1.8019 -2.4085 1.8002  0.000
83 H 3.2995 -1.7222 2.5563  0.000
84 H 1.2050 -0.3141 -0.9307  0.006
85 H 1.7424 -1.9911 -0.8098  0.004
86 H -0.2412 -2.2280 1.0004  0.000
87 H -0.7271 -1.7594 -0.6377  0.002
88 H -1.6348 -0.4177 1.2893  0.000
89 H -0.6909 0.5361 0.0945  0.021
90 H -1.1214 1.7848 2.8024  0.005
91 H 0.3129 2.0211 3.6481  0.001
92 H 0.3716 2.5103 1.9681  0.016
93 H -1.1761 -0.5226 3.4533  0.001
94 H 0.1753 -1.6970 3.2032  0.001
95 H 0.2674 -0.4186 4.3147  0.001
96 H 4.4582 -0.0703 0.7628  0.000
97 H 3.3425 0.9168 -0.2768  0.002
98 H 3.7775 -0.6698 -0.8850  0.001
99 H 2.5490 0.5055 3.3880  0.001
100 C 1.4439 4.3768 5.5541  0.011
101 C 2.6965 4.2436 4.6180  0.008
102 O 3.8920 3.9750 5.4750  0.001
103 O 1.4508 5.5625 6.3621  0.005
104 H 1.2222 3.5054 6.1702  0.001
105 H 0.5554 4.5387 4.9437  0.008
106 H 2.9697 5.0992 4.0003  0.005
107 H 2.6101 3.3512 3.9980  0.002
108 H 4.3265 3.2070 5.0967  0.000
109 H 2.1483 5.4741 7.0157  0.000
110 C 3.0027 1.5987 -3.2831  0.042
111 C 3.1558 2.5662 -4.4609  0.060
112 O 2.6959 2.0145 -5.6442  0.024
113 O 3.9635 0.5031 -3.2460  0.011
114 H 2.0087 1.1512 -3.2787  0.017
115 H 3.1162 2.1808 -2.3686  0.008
116 H 4.1949 2.8748 -4.5755  0.005
117 H 2.6606 3.5203 -4.2803  0.023
118 H 2.7464 2.7689 -6.2357  0.007
119 H 3.4564 -0.0946 -3.8003  0.007
120 C 6.8538 -3.6614 1.8018  0.000
121 C 6.3878 -4.5935 2.9100  0.000
122 O 5.0970 -4.1379 3.3238  0.001
123 O 6.7494 -4.3734 0.5902  0.001
124 H 7.9277 -3.5019 1.8981  0.000
125 H 6.4333 -2.6626 1.6849  0.000
126 H 6.9962 -4.5005 3.8096  0.000
127 H 6.3785 -5.6668 2.7204  0.000
128 H 4.5689 -4.1357 2.5221  0.000
129 H 7.0781 -3.9790 -0.2210  0.000
130 C 3.9745 3.9837 0.4963  0.023
131 C 5.4731 4.0623 0.6162  0.007
132 O 5.6656 4.2862 1.9973  0.003
133 O 3.3508 5.2242 0.9716  0.050
134 H 3.6225 3.0891 1.0101  0.003
135 H 3.8727 3.9393 -0.5881  0.010
136 H 6.0481 4.8048 0.0629  0.002
137 H 5.9358 3.1079 0.3652  0.001
138 H 4.9989 4.9319 2.2430  0.001
139 H 2.4871 5.0770 1.3639  0.011
140 C 6.5891 -0.8120 -1.4298  0.002
141 C 7.9335 -1.2034 -0.8024  0.001
142 O 8.2807 -2.5633 -1.1072  0.000
143 O 6.6577 -0.7409 -2.8161  0.004
144 H 6.4308 0.2324 -1.1610  0.001
145 H 5.7339 -1.3753 -1.0566  0.000
146 H 7.9215 -1.2024 0.2875  0.000
147 H 8.7263 -0.5555 -1.1763  0.000
148 H 8.2553 -2.5946 -2.0663  0.000
149 H 5.8884 -0.3145 -3.2008  0.000

Results
2S+1   2
Net charge   -1
Lowest unoccupied orbital energy (spin up / spin down)   1.945 / 1.868 eV